Formula: C20H70F3N32O18
Source: the Open Molecules 2025 dataset
Level of theory: ωB97M-V/def2-TZVPD

The geometry in ORCA input format:
```
! wB97M-V def2-TZVPD RIJCOSX def2/J DEFGRID3
* xyz -2 2
C -1.14 1.50 0.20
O -1.02 0.52 -0.80
O -2.16 2.27 -0.25
C -0.99 0.95 1.60
F 0.23 0.51 1.87
F -1.33 1.86 2.60
F -1.83 -0.07 1.83
C 0.18 -0.33 -0.92
C 0.52 -0.68 -2.33
H 0.98 0.26 -2.64
H 1.20 -1.53 -2.42
H -0.42 -0.82 -2.86
H 0.04 -1.27 -0.38
H 1.11 -0.08 -0.40
H -0.23 2.06 -0.04
C -3.84 -2.95 2.79
O -4.29 -4.10 2.97
N -3.47 -2.10 3.76
N -3.22 -2.52 1.71
H -2.97 -1.28 3.43
H -3.86 -2.25 4.68
H -3.27 -3.20 0.97
H -2.54 -1.77 1.70
C 2.45 5.14 0.20
O 3.45 4.46 0.18
N 1.41 4.69 0.82
N 2.30 6.30 -0.37
H 0.50 5.12 0.75
H 1.51 3.77 1.24
H 1.40 6.70 -0.17
H 3.01 6.72 -0.94
C 0.89 -4.89 -5.03
O 0.19 -5.26 -5.94
N 1.93 -5.54 -4.66
N 0.72 -3.77 -4.38
H 2.57 -5.27 -3.92
H 2.30 -6.26 -5.26
H -0.02 -3.13 -4.63
H 1.47 -3.43 -3.78
C 0.26 -4.51 1.31
O 0.09 -5.31 0.38
N 0.21 -3.18 1.29
N 0.56 -4.97 2.47
H 0.59 -2.73 2.11
H -0.10 -2.71 0.45
H 0.80 -4.41 3.27
H 0.51 -5.98 2.59
C -2.32 5.90 -1.39
O -2.48 7.09 -1.49
N -1.60 5.23 -2.19
N -2.99 5.17 -0.58
H -1.41 5.76 -3.03
H -1.68 4.23 -2.20
H -3.36 5.71 0.20
H -2.55 4.30 -0.33
C -5.52 -0.02 -0.58
O -6.55 -0.54 -0.81
N -4.49 -0.53 0.03
N -5.23 1.20 -0.90
H -4.68 -1.39 0.52
H -3.66 0.00 0.24
H -6.09 1.74 -0.90
H -4.42 1.62 -0.48
C -1.51 1.17 6.39
O -0.80 0.52 7.16
N -1.35 2.45 6.12
N -2.60 0.67 5.87
H -0.64 2.86 6.71
H -1.84 2.85 5.34
H -2.94 -0.20 6.26
H -2.95 1.11 5.03
C 3.11 2.15 -3.24
O 2.99 1.76 -4.37
N 2.67 3.37 -2.89
N 3.69 1.55 -2.29
H 2.67 3.65 -1.92
H 2.28 3.92 -3.64
H 3.87 1.97 -1.39
H 4.12 0.64 -2.40
C -1.49 2.16 -3.97
O -1.49 1.89 -5.17
N -0.52 2.58 -3.19
N -2.43 1.87 -3.15
H 0.40 2.41 -3.58
H -0.74 2.40 -2.22
H -3.15 1.20 -3.38
H -2.48 2.00 -2.15
C 4.07 -0.24 1.13
O 4.81 0.35 0.37
N 2.93 0.18 1.65
N 4.45 -1.43 1.64
H 2.44 -0.37 2.33
H 2.60 1.13 1.50
H 5.33 -1.80 1.32
H 3.72 -1.83 2.22
C 3.32 -1.77 -6.30
O 3.11 -1.04 -7.24
N 3.41 -1.46 -5.05
N 3.45 -3.01 -6.52
H 3.20 -2.06 -4.27
H 3.29 -0.47 -4.89
H 3.13 -3.35 -7.42
H 4.02 -3.58 -5.90
C -3.02 -3.17 -1.86
O -3.65 -3.54 -0.87
N -2.15 -3.87 -2.55
N -2.98 -1.98 -2.42
H -2.17 -4.87 -2.45
H -2.02 -3.51 -3.48
H -2.43 -1.87 -3.26
H -3.55 -1.35 -1.88
C -4.39 1.75 3.06
O -3.84 2.20 4.00
N -4.38 2.22 1.80
N -5.18 0.74 3.24
H -4.92 1.91 1.01
H -3.54 2.71 1.53
H -5.59 0.26 2.46
H -5.63 0.65 4.13
C 2.18 2.78 3.76
O 1.77 2.75 2.66
N 1.71 2.07 4.76
N 3.36 3.17 4.05
H 0.96 1.46 4.48
H 2.08 2.16 5.69
H 3.72 2.82 4.93
H 3.97 3.29 3.25
C 1.08 -1.54 4.34
O 1.79 -1.64 3.33
N -0.08 -1.04 4.38
N 1.27 -2.14 5.47
H -0.64 -1.08 5.22
H -0.18 -0.46 3.56
H 2.21 -2.51 5.53
H 0.69 -2.97 5.57
C 4.58 -3.11 -2.57
O 3.53 -3.40 -3.08
N 4.51 -2.26 -1.60
N 5.75 -3.50 -3.02
H 3.58 -2.01 -1.31
H 5.36 -1.99 -1.11
H 6.59 -3.38 -2.47
H 5.82 -3.95 -3.92
*
```

* LUMO energy (alpha / beta): 3.28 / 3.21 eV
* HOMO-LUMO gap (alpha / beta): 0.070 / 0.313 hartree
* expectation value of S²: 0.75
* energy above the lowest of the compared OMol25 structures with the same formula, charge and spin: 0.0 kcal/mol



Formula: C49H35NO9
Source: the Open Molecules 2025 dataset
Level of theory: ωB97M-V/def2-TZVPD

The geometry in ORCA input format:
```
! wB97M-V def2-TZVPD RIJCOSX def2/J DEFGRID3
* xyz 0 1
O 0.76 6.10 2.51
C 0.54 7.09 1.83
C -0.53 8.04 2.21
C -1.28 7.82 3.36
C -2.25 8.73 3.74
C -2.48 9.87 2.97
C -1.75 10.09 1.81
C -0.77 9.17 1.42
C -0.01 9.40 0.18
O -0.26 10.36 -0.54
C 1.07 8.46 -0.19
C 1.83 8.68 -1.34
C 2.86 7.82 -1.67
C 3.16 6.73 -0.86
C 2.40 6.49 0.29
C 1.35 7.36 0.62
H -1.10 6.94 3.96
H -2.83 8.56 4.64
H -3.24 10.59 3.27
H -1.93 10.97 1.21
H 1.61 9.53 -1.98
H 3.45 8.00 -2.57
H 3.97 6.06 -1.11
H 2.63 5.64 0.92
O -4.15 -3.42 -1.70
C -4.00 -2.68 -0.73
C -2.89 -1.71 -0.69
C -2.01 -1.61 -1.77
C -0.99 -0.67 -1.76
C -0.84 0.18 -0.67
C -1.70 0.07 0.42
C -2.72 -0.87 0.42
C -3.62 -0.99 1.59
O -3.44 -0.30 2.57
C -4.74 -1.95 1.54
C -5.61 -2.05 2.62
C -6.69 -2.92 2.57
C -6.90 -3.71 1.44
C -6.02 -3.63 0.36
C -4.94 -2.75 0.41
H -2.13 -2.27 -2.63
H -0.32 -0.59 -2.61
H -0.05 0.92 -0.66
H -1.57 0.74 1.27
H -5.46 -1.43 3.50
H -7.37 -2.99 3.41
H -7.75 -4.39 1.40
H -6.19 -4.25 -0.51
O 0.13 -9.62 -1.57
C -0.07 -8.62 -2.24
C -1.12 -7.65 -1.85
C -1.87 -7.88 -0.70
C -2.83 -6.95 -0.31
C -3.04 -5.80 -1.07
C -2.30 -5.58 -2.22
C -1.34 -6.51 -2.62
C -0.57 -6.28 -3.87
O -0.81 -5.31 -4.57
C 0.49 -7.24 -4.24
C 1.25 -7.01 -5.39
C 2.27 -7.89 -5.73
C 2.54 -8.99 -4.93
C 1.78 -9.23 -3.79
C 0.75 -8.35 -3.45
H -1.71 -8.77 -0.11
H -3.42 -7.12 0.59
H -3.78 -5.08 -0.76
H -2.47 -4.69 -2.81
H 1.04 -6.15 -6.02
H 2.86 -7.71 -6.63
H 3.35 -9.67 -5.19
H 1.99 -10.09 -3.17
H 5.18 4.60 0.88
N 4.63 3.88 0.38
C 5.33 2.76 0.33
C 6.79 2.75 0.96
C 4.75 1.44 -0.38
O 3.46 1.06 0.16
C 3.57 0.05 1.11
O 4.60 -0.33 1.67
O 2.33 -0.55 1.51
C 1.94 0.28 2.68
C 2.17 -0.47 4.07
C 3.26 -1.33 4.36
H 7.12 3.83 1.19
H 6.87 2.08 1.87
H 7.51 2.40 0.13
H 5.51 0.60 -0.44
H 4.55 1.76 -1.47
H 0.86 0.61 2.64
H 2.57 1.23 2.64
H 1.39 -0.33 4.88
H 3.04 -2.35 4.79
H 4.34 -1.04 4.18
*
```

* SMILES: O=C1c2ccccc2C(=O)c2ccccc21.O=C1c2ccccc2C(=O)c2ccccc21.O=C1c2ccccc2C(=O)c2ccccc21.[H]/N=C(\C)COC(=O)OCC=C
* LUMO energy: -1.13 eV
* HOMO-LUMO gap: 0.272 hartree